[1]
Formula: C8H16O2
Source: the OMol25 dataset
Level of theory: ωB97M-V/def2-TZVPD

Geometry as XYZ:
```
26
Properties=species:S:1:pos:R:3:mulliken_charge:R:1
C -1.17 2.89 0.33 -0.652
C -0.23 1.72 0.27 -0.136
C 1.10 2.55 0.45 -0.518
O 0.77 3.39 1.50 -0.428
C -0.56 3.94 1.40 -0.368
H -2.20 2.59 0.59 0.343
H -1.20 3.35 -0.67 0.289
H -0.11 1.17 -0.68 0.129
H -0.39 0.98 1.07 0.329
H 1.30 3.21 -0.41 0.302
H 1.94 1.83 0.53 0.346
H -0.93 3.91 2.44 0.241
H -0.53 5.00 1.09 0.245
C -0.70 -2.75 -1.23 -0.620
C 0.21 -3.89 -0.75 -0.501
C 0.90 -3.20 0.43 -0.469
O 0.81 -1.81 0.27 -0.353
C 0.12 -1.45 -0.93 -0.129
H -1.63 -2.86 -0.64 0.278
H -0.95 -2.97 -2.29 0.366
H 0.94 -4.05 -1.57 0.241
H -0.30 -4.86 -0.56 0.342
H 1.98 -3.43 0.47 0.249
H 0.45 -3.51 1.39 0.254
H -0.44 -0.50 -0.74 -0.004
H 0.84 -1.25 -1.75 0.225
```

Summary:
- relative energy (zero: lowest compared OMol25 entry of this formula, charge and spin) (kJ/mol) = 283.42
- total energy (Eh) = -464.8218
- HOMO-LUMO gap (eV) = 10.38

=====

[2]
Formula: C5H15NO2
Source: the OMol25 dataset
Level of theory: ωB97M-V/def2-TZVPD

Geometry as XYZ:
```
23
Properties=species:S:1:pos:R:3:mulliken_charge:R:1
C 0.41 1.62 -0.81 -0.158
N 0.98 2.71 -0.04 -0.676
C -1.00 -1.09 -1.13 -0.831
C -1.66 -1.33 0.14 0.485
C -1.91 -2.83 0.50 -1.206
O -0.79 -0.86 1.26 -0.511
C 1.54 0.92 -1.55 -1.099
H -0.04 0.87 -0.13 0.130
H -0.40 2.07 -1.37 0.416
H 1.57 2.09 0.68 0.425
H -0.01 -1.49 -1.20 0.520
H -1.66 -0.92 -1.98 0.286
H -2.57 -0.77 0.34 0.396
H -1.20 -3.51 0.03 0.319
H -2.96 -3.00 0.22 0.366
H -1.92 -2.95 1.58 0.320
H 0.09 -0.77 0.88 0.299
H 1.29 0.01 -2.08 0.265
H 2.32 1.47 -2.07 0.372
H 2.13 0.59 -0.67 0.335
H 2.39 1.10 2.16 0.172
H 0.30 3.15 0.58 0.265
O 1.98 0.78 1.35 -0.890
```

Summary:
- relative energy (zero: lowest compared OMol25 entry of this formula, charge and spin) (kJ/mol) = 762.34
- total energy (Eh) = -404.4647
- HOMO-LUMO gap (eV) = 3.94

=====

[3]
Formula: C4H12N2O
Source: the OMol25 dataset
Level of theory: ωB97M-V/def2-TZVPD

Geometry as XYZ:
```
19
Properties=species:S:1:pos:R:3:mulliken_charge:R:1
C -1.86 1.19 1.28 -0.875
N -1.77 -0.06 0.49 -0.400
C -1.45 0.18 -0.91 -0.594
C 0.04 0.21 -1.24 -0.838
N 0.75 -0.92 -0.74 -0.160
C 1.85 -1.06 0.20 -0.246
O 2.26 0.17 0.76 -0.504
H -2.19 2.03 0.68 0.329
H -0.90 1.39 1.74 0.233
H -2.57 1.01 2.09 0.362
H -2.75 -0.34 0.41 0.281
H -1.92 1.08 -1.36 0.346
H -1.89 -0.62 -1.52 0.422
H 0.16 0.29 -2.33 0.297
H 0.51 1.15 -0.88 0.346
H 0.70 -1.73 -1.33 0.192
H 1.53 -1.77 0.99 0.240
H 2.72 -1.47 -0.33 0.244
H 1.62 0.82 0.46 0.327
```

Summary:
- relative energy (zero: lowest compared OMol25 entry of this formula, charge and spin) (kJ/mol) = 235.71
- total energy (Eh) = -344.2952
- HOMO-LUMO gap (eV) = 9.12

=====

[4]
Formula: C4H12N2O
Source: the OMol25 dataset
Level of theory: ωB97M-V/def2-TZVPD

Geometry as XYZ:
```
19
Properties=species:S:1:pos:R:3:mulliken_charge:R:1
N 0.08 1.62 -2.25 -0.515
C 0.01 1.54 -0.85 -0.147
C 0.38 0.44 -0.17 -0.379
C -0.06 0.21 1.24 -0.328
C 0.87 -0.55 2.19 -0.737
N 0.98 -1.95 1.84 -0.479
H -0.84 1.83 -2.65 0.243
H 0.64 2.28 -2.77 0.227
H -0.65 2.17 -0.26 0.229
H 0.96 -0.32 -0.68 0.245
H -0.34 1.20 1.65 0.334
H -1.05 -0.27 1.26 0.220
H 1.87 -0.09 2.17 0.320
H 0.56 -0.35 3.21 0.345
H 1.39 -2.15 0.96 0.202
H 0.22 -2.53 2.12 0.210
O -1.71 -0.94 -2.69 -0.659
H -1.35 -0.35 -2.01 0.368
H -1.96 -1.78 -2.33 0.302
```

Summary:
- relative energy (zero: lowest compared OMol25 entry of this formula, charge and spin) (kJ/mol) = 210.85
- total energy (Eh) = -344.3047
- HOMO-LUMO gap (eV) = 9.85